Entry 1:
Entry from OMol25: a 3-piece molecular cluster, C20H22FN2O4PS overall (ωB97M-V with the def2-TZVPD basis set).

```
! wB97M-V def2-TZVPD RIJCOSX def2/J DEFGRID3
* xyz 0 1
O -0.85 -3.60 1.73
C -0.72 -2.34 1.28
C 0.78 -1.66 0.98
C 2.01 -2.57 0.35
C 3.42 -1.77 0.06
C 3.57 -0.17 0.39
P 5.20 0.82 0.01
S 5.95 1.60 1.62
C 2.35 0.74 1.07
C 0.94 -0.04 1.37
C -0.40 0.71 2.02
O -0.33 1.56 3.05
C -1.85 0.27 1.29
C -2.98 1.41 0.97
F -2.83 2.86 1.32
C -4.36 0.87 0.20
C -4.54 -0.74 -0.19
C -3.38 -1.89 0.15
C -2.01 -1.35 0.90
H 1.81 -3.70 0.14
H 4.29 -2.42 -0.41
H 6.09 -0.04 -0.73
H 4.79 1.92 -0.87
H 2.44 1.88 1.35
H -5.23 1.63 -0.09
H -5.52 -1.07 -0.76
H -3.52 -3.02 -0.18
C -9.27 -3.98 -1.00
N -7.90 -3.62 -1.31
C -6.76 -4.28 -0.97
C -6.89 -5.55 -0.17
O -5.67 -3.84 -1.32
H -9.81 -4.10 -1.95
H -9.71 -3.15 -0.44
H -9.34 -4.90 -0.42
H -7.74 -2.78 -1.85
H -5.89 -5.96 0.02
H -7.37 -5.34 0.79
H -7.46 -6.29 -0.73
C 8.83 5.63 -0.13
N 7.98 4.51 -0.47
C 6.69 4.54 -0.92
C 6.02 5.88 -1.09
O 6.11 3.48 -1.16
H 9.71 5.59 -0.77
H 9.13 5.52 0.91
H 8.33 6.59 -0.26
H 8.35 3.58 -0.38
H 5.00 5.73 -1.45
H 5.98 6.40 -0.13
H 6.57 6.47 -1.83
*
```

Calculated values
* structure (SMILES): O=C1c2ccc([PH2]=S)cc2C(=O)c2c(F)cccc21.CNC(C)=O.CNC(C)=O
* Kohn-Sham gap: 6.7 eV

These are the natural (NBO) partial charges, in e, on atoms 1 to 6:
1. O -0.517
2. C 0.520
3. C -0.096
4. C -0.180
5. C -0.206
6. C -0.332

Entry 2:
Entry from OMol25: an isolated ion of composition C4H7N2O2 and charge +1 (ωB97M-V with the def2-TZVPD basis set).

```
! wB97M-V def2-TZVPD RIJCOSX def2/J DEFGRID3
* xyz 1 1
C -0.46 1.72 -0.45
N 0.06 0.68 0.49
C -0.89 0.41 1.55
C 0.50 -0.51 -0.08
C 0.99 -1.44 -0.64
N 1.37 -2.67 -1.40
O 1.36 -3.66 -0.77
O 1.61 -2.52 -2.55
H -1.52 1.49 -1.00
H -0.60 2.58 0.11
H 0.26 1.82 -1.25
H 1.02 1.07 0.84
H -1.88 -0.02 1.07
H -0.57 -0.32 2.22
H -1.25 1.37 1.85
*
```

Calculated values
* structure (SMILES): C[NH+](C)C#C[N+](=O)[O-]
* Kohn-Sham gap: 11.0 eV
* energy above the lowest of the compared OMol25 structures with the same formula, charge and spin: 177.1 kcal/mol

These are the natural (NBO) partial charges, in e, on atoms 1 to 6:
1. C -0.412
2. N -0.384
3. C -0.418
4. C 0.077
5. C 0.167
6. N 0.531

Entry 3:
Entry from OMol25: an isolated ion of composition C7H8NO3 and charge +1 (ωB97M-V with the def2-TZVPD basis set).

```
! wB97M-V def2-TZVPD RIJCOSX def2/J DEFGRID3
* xyz 1 1
C 2.03 -0.04 2.74
C 0.66 -0.27 2.37
C 2.64 0.32 1.55
C 0.57 0.06 0.97
C -0.06 0.12 -2.22
C -0.68 -0.06 0.22
C -0.95 -0.06 -1.16
N -2.44 -0.15 -1.44
O -1.66 -0.34 1.07
O 1.79 0.48 0.53
O -0.78 0.08 -3.34
H 2.47 -0.25 3.66
H -0.05 -0.69 3.08
H 3.74 0.62 1.32
H 0.93 0.20 -2.27
H -2.57 -0.64 0.70
H -2.60 -0.30 -2.45
H -2.77 0.83 -1.19
H -0.28 0.09 -4.14
*
```

Calculated values
* Kohn-Sham gap (spin up / spin down): 7.5 / 7.5 eV
* energy above the lowest of the compared OMol25 structures with the same formula, charge and spin: 63.9 kcal/mol

These are the natural (NBO) partial charges, in e, on atoms 1 to 6:
1. C -0.314
2. C -0.126
3. C 0.198
4. C 0.122
5. C 0.300
6. C 0.488

Entry 4:
Entry from OMol25: C21H21AsBeN3S as an isolated structure (ωB97M-V with the def2-TZVPD basis set).

```
! wB97M-V def2-TZVPD RIJCOSX def2/J DEFGRID3
* xyz 1 1
Be 0.02 0.04 0.00
C -2.21 -0.23 3.52
C -1.14 0.06 2.60
N -1.34 0.18 1.31
C -2.58 0.04 0.83
C -3.69 -0.24 1.65
C -3.48 -0.46 3.07
C -4.92 -0.34 0.96
C -4.98 -0.18 -0.45
C -3.86 -0.11 -1.23
C -2.59 -0.26 -0.56
N -1.38 -0.16 -1.13
C -0.93 -0.15 -2.45
C -1.67 -0.81 -3.48
C -1.09 -0.68 -4.72
C 0.18 -0.18 -4.96
C 1.01 0.16 -3.88
C 2.40 0.38 -3.89
C 3.04 0.41 -2.71
C 2.31 0.46 -1.50
N 1.05 0.57 -1.41
C 0.34 0.34 -2.62
H -2.03 -0.40 4.54
H -0.13 0.19 2.94
H -4.32 -0.73 3.71
H -5.76 -0.66 1.47
H -5.94 -0.14 -0.91
H -3.86 0.14 -2.36
H -2.53 -1.39 -3.24
H -1.72 -0.95 -5.59
H 0.56 -0.14 -6.04
H 2.95 0.21 -4.79
H 4.13 0.43 -2.68
H 2.88 0.46 -0.60
C 4.60 -0.11 1.73
As 2.65 -0.05 2.05
C 2.18 1.95 2.02
C 2.34 -0.67 3.87
S 1.31 -1.24 0.84
H 4.98 0.76 2.28
H 4.86 0.03 0.71
H 5.10 -1.04 2.10
H 1.09 1.99 2.41
H 2.39 2.40 1.08
H 2.85 2.42 2.80
H 2.46 -1.75 4.03
H 1.37 -0.38 4.14
H 3.11 -0.15 4.52
*
```

Calculated values
* Kohn-Sham gap: 6.3 eV

These are the natural (NBO) partial charges, in e, on atoms 1 to 6:
1. Be 1.587
2. C -0.277
3. C 0.086
4. N -0.585
5. C 0.097
6. C -0.060

Entry 5:
Entry from OMol25: C34H59N4O11SSiTi as an isolated structure (ωB97M-V with the def2-TZVPD basis set).

```
! wB97M-V def2-TZVPD RIJCOSX def2/J DEFGRID3
* xyz -1 3
Ti 0.74 0.69 0.70
O -1.29 -1.08 3.80
C -1.15 -0.29 2.67
O -0.08 -0.41 1.94
C -2.20 0.72 2.38
O -1.61 1.94 1.91
C -0.89 2.66 2.89
C 0.45 3.16 2.31
O 0.91 4.23 2.69
O 0.96 2.39 1.42
H -0.42 -1.48 3.94
H -2.82 0.88 3.27
H -2.82 0.40 1.54
H -0.63 2.02 3.74
H -1.47 3.52 3.24
C 5.62 -3.51 6.56
C 4.91 -2.52 5.68
C 5.62 -1.67 4.84
C 4.97 -0.73 4.06
C 3.58 -0.63 4.11
C 2.86 -1.47 4.95
C 3.52 -2.41 5.72
S 2.73 0.64 3.20
O 3.58 1.80 3.24
O 1.45 0.74 3.85
N 2.56 0.21 1.65
C 2.56 -1.04 1.09
C 3.38 -2.13 1.34
C 3.30 -3.24 0.51
C 2.42 -3.21 -0.57
C 1.63 -2.10 -0.75
N 1.66 -1.04 0.07
H 6.67 -3.58 6.31
H 5.17 -4.50 6.47
H 5.53 -3.21 7.61
H 6.70 -1.75 4.79
H 5.51 -0.05 3.41
H 1.79 -1.34 5.00
H 2.95 -3.06 6.38
H 4.10 -2.11 2.15
H 3.93 -4.10 0.70
H 2.35 -4.04 -1.25
H 0.93 -2.02 -1.57
C 2.95 0.80 -1.82
N 2.34 1.87 -1.03
C 3.40 2.53 -0.27
C 1.77 2.81 -2.03
C 1.09 4.10 -1.57
N -0.30 3.97 -1.18
C -0.76 5.20 -0.56
C -1.14 3.66 -2.32
H 3.64 1.22 -2.57
H 2.17 0.23 -2.34
H 3.51 0.14 -1.18
H 4.16 2.95 -0.94
H 3.86 1.81 0.40
H 2.99 3.31 0.37
H 1.07 2.24 -2.64
H 2.60 3.12 -2.68
H 1.16 4.80 -2.42
H 1.64 4.54 -0.74
H -0.77 6.05 -1.27
H -0.13 5.46 0.29
H -1.78 5.05 -0.18
H -0.94 4.33 -3.17
H -2.18 3.78 -2.02
H -1.01 2.63 -2.63
C -0.14 -2.79 -4.22
C -0.95 -1.52 -3.93
C -0.24 -0.29 -4.50
C -2.34 -1.64 -4.55
O -1.03 -1.42 -2.52
Si -1.73 -0.34 -1.46
O -0.60 0.45 -0.68
O -2.81 -1.16 -0.53
C -2.96 -2.49 -0.06
C -3.56 -3.37 -1.16
C -3.93 -2.41 1.12
C -1.63 -3.10 0.39
O -2.66 0.67 -2.39
C -4.00 1.14 -2.29
C -4.12 2.27 -3.31
C -5.01 0.04 -2.65
C -4.30 1.66 -0.87
H -0.12 -2.99 -5.29
H -0.59 -3.63 -3.70
H 0.88 -2.67 -3.86
H -0.21 -0.35 -5.59
H 0.79 -0.24 -4.12
H -0.77 0.61 -4.20
H -2.27 -1.85 -5.62
H -2.88 -0.71 -4.40
H -2.90 -2.44 -4.07
H -4.53 -3.00 -1.48
H -3.68 -4.39 -0.80
H -2.88 -3.38 -2.02
H -4.84 -1.88 0.82
H -3.47 -1.86 1.94
H -4.20 -3.41 1.46
H -1.05 -3.39 -0.48
H -1.80 -3.97 1.03
H -1.06 -2.35 0.94
H -3.86 1.90 -4.30
H -3.44 3.09 -3.05
H -5.15 2.65 -3.33
H -4.93 -0.23 -3.70
H -6.03 0.39 -2.45
H -4.81 -0.83 -2.04
H -3.41 2.13 -0.45
H -4.59 0.83 -0.23
H -5.11 2.39 -0.90
*
```

Calculated values
* <S²>: 2.008
* Kohn-Sham gap (spin up / spin down): 4.4 / 8.1 eV
* energy above the lowest of the compared OMol25 structures with the same formula, charge and spin: 0.0 kcal/mol

These are the Mulliken partial charges, in e, on atoms 1 to 6:
1. Ti 0.843
2. O -0.757
3. C 0.429
4. O 0.673
5. C -0.364
6. O -0.134

Entry 6:
Entry from OMol25: a 16-piece molecular cluster, C38H111N3O29 overall (ωB97M-V with the def2-TZVPD basis set).

```
! wB97M-V def2-TZVPD RIJCOSX def2/J DEFGRID3
* xyz 0 1
C 5.38 6.69 -3.18
C 4.22 5.87 -2.62
C 4.70 4.60 -1.87
O 5.25 3.71 -2.82
C 5.56 2.43 -2.44
N 3.42 6.52 -1.58
H 5.93 7.11 -2.37
H 4.94 7.56 -3.69
H 5.98 6.17 -3.91
H 3.57 5.54 -3.42
H 3.83 4.23 -1.32
H 5.47 4.98 -1.20
H 6.49 2.40 -1.89
H 5.59 1.80 -3.31
H 4.74 1.98 -1.85
H 4.00 7.14 -0.97
H 2.60 7.02 -1.84
C -3.55 -2.61 6.17
C -3.70 -1.64 5.05
C -3.91 -0.28 5.74
O -3.98 0.74 4.77
C -3.69 2.03 5.26
N -2.45 -1.56 4.27
H -4.46 -2.77 6.69
H -2.81 -2.22 6.93
H -3.18 -3.60 5.91
H -4.63 -1.90 4.45
H -3.00 -0.19 6.42
H -4.78 -0.16 6.38
H -4.12 2.18 6.28
H -4.23 2.73 4.58
H -2.56 2.19 5.24
H -2.44 -0.70 3.71
H -2.43 -2.28 3.59
C 1.21 0.94 -1.71
C 0.08 0.71 -0.66
C -0.20 -0.79 -0.52
O 0.95 -1.44 0.10
C 0.94 -2.86 -0.04
N 0.33 1.38 0.62
H 0.88 0.70 -2.66
H 2.03 0.25 -1.47
H 1.60 1.95 -1.54
H -0.83 1.19 -0.99
H -0.42 -1.29 -1.54
H -1.13 -0.94 0.08
H 0.93 -3.22 -1.05
H 0.05 -3.34 0.38
H 1.84 -3.22 0.47
H 1.24 1.17 1.04
H -0.39 1.16 1.25
C -6.01 -0.21 2.24
C -7.10 -1.18 1.84
O -7.91 -1.56 2.96
O -4.88 -0.26 1.28
H -5.61 -0.55 3.14
H -6.30 0.85 2.37
H -6.65 -2.10 1.49
H -7.77 -0.70 1.09
H -7.57 -1.28 3.79
H -4.46 0.60 1.27
C 0.66 -1.12 3.28
C 1.21 -0.09 4.20
O 1.61 1.10 3.54
O 0.42 -2.37 3.92
H 1.39 -1.39 2.51
H -0.25 -0.80 2.72
H 2.02 -0.46 4.71
H 0.46 0.19 4.93
H 2.31 0.76 2.94
H -0.41 -2.27 4.45
C -1.53 4.13 1.99
C -0.93 3.24 3.04
O -0.73 4.02 4.25
O -2.82 4.52 2.42
H -1.78 3.56 1.05
H -0.91 4.98 1.67
H 0.01 2.77 2.72
H -1.69 2.49 3.14
H 0.17 4.43 4.25
H -2.80 4.74 3.34
C 2.84 -5.14 -1.44
C 3.78 -6.08 -2.19
O 3.39 -7.34 -1.69
O 1.49 -5.42 -1.76
H 2.92 -4.07 -1.76
H 2.99 -5.24 -0.39
H 4.85 -5.77 -2.03
H 3.63 -5.98 -3.27
H 3.98 -8.05 -1.97
H 1.27 -6.32 -1.48
C 0.03 -2.93 -4.01
C -1.24 -3.47 -3.34
O -2.41 -2.88 -3.80
O 0.10 -1.47 -3.92
H 0.16 -3.23 -5.03
H 0.84 -3.44 -3.48
H -1.13 -3.38 -2.24
H -1.28 -4.53 -3.63
H -2.22 -1.95 -3.98
H -0.36 -1.13 -4.69
C 2.74 4.44 3.09
C 3.06 4.17 1.60
O 3.15 5.43 0.92
O 1.59 5.30 3.18
H 3.62 4.89 3.53
H 2.44 3.52 3.61
H 2.32 3.50 1.15
H 4.10 3.82 1.55
H 2.69 5.50 0.03
H 1.68 5.81 2.33
C -0.02 -7.23 1.69
C 1.17 -6.56 2.37
O 1.42 -5.38 1.67
O -0.32 -8.52 2.18
H 0.31 -7.31 0.63
H -0.86 -6.56 1.75
H 2.09 -7.15 2.29
H 1.00 -6.35 3.39
H 1.05 -4.57 2.10
H -1.27 -8.59 2.17
C 0.53 4.27 -2.83
C -0.09 4.37 -1.43
O 0.86 3.96 -0.35
O -0.11 5.07 -3.90
H 0.60 3.22 -3.10
H 1.55 4.72 -2.80
H -1.03 3.91 -1.30
H -0.29 5.46 -1.26
H 0.65 3.12 0.10
H -0.23 5.94 -3.52
C -3.82 -3.60 -0.72
C -3.08 -3.50 0.63
O -3.92 -2.92 1.61
O -3.96 -2.47 -1.56
H -4.78 -4.06 -0.60
H -3.22 -4.32 -1.36
H -2.25 -2.83 0.43
H -2.78 -4.47 0.94
H -4.48 -2.21 1.28
H -3.45 -2.64 -2.40
C 4.37 -1.30 0.49
C 4.71 -0.24 1.46
O 3.82 0.93 1.26
O 4.34 -0.83 -0.86
H 3.44 -1.73 0.77
H 5.17 -1.95 0.65
H 5.73 0.15 1.42
H 4.61 -0.65 2.48
H 3.59 1.03 0.33
H 3.57 -1.22 -1.33
C -2.07 0.83 -5.75
C -2.19 1.06 -4.28
O -2.79 -0.11 -3.70
O -1.33 -0.33 -6.04
H -1.56 1.72 -6.23
H -3.04 0.76 -6.26
H -2.81 1.97 -4.14
H -1.21 1.24 -3.83
H -2.98 0.03 -2.72
H -1.39 -0.64 -6.93
C -3.97 2.71 -0.31
C -4.46 1.54 -1.04
O -3.53 0.52 -1.03
O -3.98 2.42 1.05
H -4.53 3.59 -0.47
H -2.97 2.93 -0.68
H -4.65 1.87 -2.08
H -5.43 1.17 -0.70
H -3.90 -0.38 -0.92
H -3.79 3.16 1.64
C 3.48 -2.12 -3.75
C 3.38 -1.48 -5.15
O 4.33 -0.44 -5.15
O 2.63 -1.41 -2.82
H 4.52 -2.08 -3.47
H 3.25 -3.19 -3.78
H 2.38 -1.21 -5.39
H 3.62 -2.26 -5.84
H 4.57 -0.24 -6.06
H 1.78 -1.28 -3.28
*
```

Calculated values
* Kohn-Sham gap: 9.2 eV
* energy above the lowest of the compared OMol25 structures with the same formula, charge and spin: 0.0 kcal/mol

These are the Mulliken partial charges, in e, on atoms 1 to 6:
1. C -1.606
2. C -0.125
3. C 0.283
4. O -0.413
5. C -0.426
6. N -0.355

Entry 7:
Entry from OMol25: a 2-piece molecular cluster, C4H8O2 overall (ωB97M-V with the def2-TZVPD basis set).

```
! wB97M-V def2-TZVPD RIJCOSX def2/J DEFGRID3
* xyz 0 1
C 1.50 0.88 -0.05
C 0.71 -0.29 -0.56
C -0.46 -0.24 -1.21
O -1.20 0.86 -1.51
H 0.94 1.82 -0.07
H 1.81 0.72 0.99
H 2.41 1.02 -0.64
H 1.14 -1.28 -0.42
H -0.96 -1.14 -1.56
H -0.73 1.65 -1.21
C -1.27 -0.96 1.57
O -1.16 -2.14 1.74
H -0.55 -0.23 2.00
H -2.10 -0.51 0.99
*
```

Calculated values
* structure (SMILES): C/C=C\O.C=O
* Kohn-Sham gap: 9.7 eV
* energy above the lowest of the compared OMol25 structures with the same formula, charge and spin: 52.1 kcal/mol

These are the natural (NBO) partial charges, in e, on atoms 1 to 6:
1. C -0.649
2. C -0.319
3. C 0.140
4. O -0.679
5. H 0.190
6. H 0.223

Entry 8:
Entry from OMol25: a 2-piece molecular cluster, C2ClF4NO2 overall (ωB97M-V with the def2-TZVPD basis set).

```
! wB97M-V def2-TZVPD RIJCOSX def2/J DEFGRID3
* xyz 0 1
C -0.31 0.56 -0.42
C -1.78 0.40 0.15
N 2.44 -0.95 0.06
O 3.19 -1.10 0.99
O 2.33 -1.01 -1.12
F -0.19 1.93 -0.48
F -2.75 0.70 -0.78
F -1.99 1.11 1.25
F -2.01 -0.85 0.51
Cl 0.03 -0.33 -1.74
*
```

Calculated values
* Kohn-Sham gap (spin up / spin down): 8.8 / 8.4 eV
* energy above the lowest of the compared OMol25 structures with the same formula, charge and spin: 67.1 kcal/mol

These are the natural (NBO) partial charges, in e, on atoms 1 to 6:
1. C 0.193
2. C 0.905
3. N 0.518
4. O -0.258
5. O -0.262
6. F -0.321